Below is a 6-piece molecular cluster, C18H48O6 overall, with properties calculated with ωB97M-V with the def2-TZVPD basis set.

Geometry as XYZ:
```
72
Properties=species:S:1:pos:R:3:forces:R:3:lowdin_charge:R:1
C -1.49996 7.79672 -4.99452 -0.5 -0.2 1.1 -0.0693
C -2.08024 6.54674 -5.69307 -0.1 1.9 -1.2 -0.4563
C -3.01914 5.73176 -4.81833 0.3 -1.1 0.3 -0.0573
O -2.82097 6.92575 -6.87974 -0.5 -0.1 0.4 -0.0752
H -0.88068 7.42198 -4.17956 0.3 0.1 0.1 0.0745
H -2.23685 8.43356 -4.50511 -0.5 -0.2 -0.1 0.0751
H -0.89899 8.49945 -5.57167 0.1 -0.5 -0.5 0.0729
H -1.18587 6.09169 -6.11865 -0.1 -1.2 0.6 0.1278
H -3.50092 4.87131 -5.28267 0.2 0.2 -0.9 0.0751
H -3.85868 6.26110 -4.36770 0.4 0.6 -0.1 0.0833
H -2.47490 5.21550 -4.02751 0.3 0.4 0.3 0.0750
H -2.30452 7.56977 -7.36977 0.1 0.0 0.0 0.0743
C -0.18063 -8.21877 -2.25522 -0.2 0.5 -2.5 -0.0557
C -0.66831 -6.75089 -2.33556 -0.4 -1.3 1.0 -0.5186
C -1.02228 -6.32677 -0.93490 -0.9 1.5 -0.3 -0.0735
O 0.29284 -5.96744 -2.99005 1.1 -0.1 0.1 -0.0367
H -0.02094 -8.42618 -3.31332 1.0 -0.2 -0.2 0.0686
H -0.93700 -8.99076 -2.11365 -0.3 0.4 1.1 0.0759
H 0.73921 -8.36480 -1.68894 -0.2 0.1 0.1 0.0842
H -1.56589 -6.64272 -2.94445 -0.4 -0.7 0.0 0.1318
H -0.16761 -6.00496 -0.33985 0.0 -0.5 0.2 0.0856
H -1.69903 -7.05757 -0.49214 0.5 -0.2 0.3 0.0809
H -1.67114 -5.45776 -1.04404 0.1 0.5 0.3 0.0675
H 0.06821 -5.03471 -2.95605 -0.2 0.1 0.2 0.0874
C 3.65389 -1.07535 2.78867 0.1 1.6 1.0 -0.0770
C 2.86768 -2.34434 2.75374 0.0 0.5 0.0 -0.5163
C 1.51795 -2.31687 3.48987 1.2 -0.5 0.0 -0.0400
O 2.65859 -2.59818 1.37345 -0.1 -1.0 -0.3 -0.0566
H 4.64932 -1.05881 2.34486 -0.1 -0.7 -0.3 0.0798
H 3.82544 -0.76129 3.81825 -0.1 0.2 0.2 0.0785
H 3.09567 -0.28926 2.28020 -0.1 0.1 0.1 0.0827
H 3.52597 -3.11827 3.14845 -0.3 -0.4 0.4 0.1333
H 0.82351 -1.61230 3.03222 0.0 -0.1 0.0 0.0811
H 1.68596 -2.07825 4.54007 -0.1 0.3 0.0 0.0771
H 1.15701 -3.34538 3.48866 -0.5 0.1 -0.2 0.0757
H 3.45002 -3.10842 1.18665 -0.2 -0.1 -0.9 0.0876
C -3.25240 -3.72109 4.36126 -0.5 0.8 0.5 -0.0432
C -2.91726 -3.49398 5.85827 1.8 -0.3 0.1 -0.5091
C -2.98264 -2.03315 6.30546 -0.7 0.2 -1.7 -0.0516
O -3.74427 -4.32393 6.64062 -0.7 0.1 0.3 -0.0491
H -4.13320 -3.09300 4.22791 -0.3 -0.2 -0.5 0.0754
H -3.53157 -4.75234 4.14519 0.0 -0.1 0.3 0.0730
H -2.52605 -3.43791 3.59946 0.3 0.2 0.4 0.0713
H -1.90719 -3.83338 6.08777 0.5 0.0 -0.4 0.1216
H -2.68899 -1.68674 7.29635 -0.2 -0.8 0.1 0.0804
H -3.97988 -1.69980 6.01825 -0.3 0.3 0.6 0.0760
H -2.36946 -1.45748 5.61213 0.4 -0.1 -0.1 0.0735
H -3.54715 -5.20663 6.31877 -0.3 -0.2 0.2 0.0823
C -0.20279 0.47458 -1.34255 -0.4 -0.5 0.9 -0.0448
C -0.97789 -0.88195 -1.21553 -0.6 2.5 -1.4 -0.5118
C -2.14812 -0.85312 -2.16466 -0.7 0.6 -0.8 -0.0779
O -0.18257 -1.92732 -1.65280 0.7 -1.1 0.8 -0.0374
H 0.54416 0.42800 -2.13501 -0.3 0.0 -0.1 0.0811
H 0.31054 0.72655 -0.41459 0.2 -0.1 0.1 0.0622
H -0.92333 1.28026 -1.48330 0.1 0.1 -0.3 0.0666
H -1.39229 -0.96417 -0.21073 0.3 -0.4 0.3 0.1331
H -2.81643 -1.70119 -2.01556 0.0 0.1 -0.1 0.0794
H -1.85352 -0.78796 -3.21207 0.6 -0.7 -0.1 0.0849
H -2.69632 0.08898 -2.16008 -0.4 -0.1 0.9 0.0725
H 0.46337 -2.02563 -0.94945 0.5 -0.5 -0.1 0.0886
C 3.65513 4.69756 0.30120 -1.0 0.0 0.7 -0.0721
C 3.77070 6.25412 0.11960 2.6 -3.0 1.2 -0.4412
C 4.64460 6.84334 1.26607 -0.9 -0.3 -0.3 -0.0646
O 4.51425 6.39396 -1.07225 -0.8 1.3 -1.3 -0.0711
H 4.59045 4.14936 0.18834 0.3 0.4 0.1 0.0734
H 2.97150 4.17978 -0.37159 -0.1 0.5 -0.5 0.0677
H 3.23950 4.42656 1.27172 0.2 0.1 0.4 0.0656
H 2.76700 6.67889 0.10360 0.3 0.4 -0.5 0.1369
H 4.74830 7.91004 1.06734 -0.2 0.1 0.6 0.0763
H 5.66126 6.45905 1.34861 0.1 -0.4 -0.7 0.0733
H 4.22148 6.53824 2.22315 -0.3 0.8 0.2 0.0718
H 5.35422 5.93653 -0.98986 -0.1 -0.1 0.3 0.0839
```
Positions in Å, forces in eV/Å.

Results
Max |F| ... 4.09 eV/Å
2S+1 ... 1
LUMO ... 0.40 eV
Relative energy (zero: lowest compared OMol25 entry of this formula, charge and spin) ... 70.1 kcal/mol
Structure (SMILES) ... CC(C)O.CC(C)O.CC(C)O.CC(C)O.CC(C)O.CC(C)O
Orbital gap ... 10.4 eV



Below is one molecule with the formula C3H6Cl2, with properties calculated with ωB97M-V with the def2-TZVPD basis set.

Geometry as XYZ:
```
11
Properties=species:S:1:pos:R:3:forces:R:3:lowdin_charge:R:1
C -0.02077 0.96637 0.82152 0.6 -1.5 0.2 -0.1918
C -0.44209 -1.00227 -0.60790 0.1 -2.9 -1.8 -0.6428
C 0.39995 0.26713 -0.47843 -2.1 0.8 -2.1 -0.8373
Cl -0.16321 -2.04032 0.79324 0.1 -0.6 1.0 0.5533
Cl 2.12914 0.04149 -0.32279 0.7 -0.5 -0.5 0.6185
H 0.48801 0.67081 1.75172 0.1 -0.4 -0.8 0.0786
H 0.25040 1.91310 0.62293 1.0 3.7 -0.1 0.0237
H -1.03882 1.00300 1.07201 -1.7 -0.4 -0.2 0.0649
H -1.53537 -0.95862 -0.65729 0.2 1.3 0.2 0.0674
H -0.31101 -1.79214 -1.45135 0.7 2.0 0.8 0.0940
H 0.24377 0.93145 -1.54367 0.2 -1.6 3.3 0.1714
```
Positions in Å, forces in eV/Å.

Results
Max |F| ... 3.87 eV/Å
2S+1 ... 1
LUMO ... 0.85 eV
Relative energy (zero: lowest compared OMol25 entry of this formula, charge and spin) ... 29.1 kcal/mol
Structure (SMILES) ... C[C@@H](Cl)CCl
Orbital gap ... 11.4 eV



Below is one molecule with the formula C23H26N2O3, with properties calculated with ωB97M-V with the def2-TZVPD basis set.

Geometry as XYZ:
```
54
Properties=species:S:1:pos:R:3:forces:R:3:lowdin_charge:R:1
C 1.41438 0.83725 0.33797 0.2 0.2 0.2 -0.0597
H 1.79403 1.71479 -0.18391 0.0 -0.1 0.1 0.0794
O 0.49011 0.24182 -0.54122 -0.3 -0.4 -0.2 -0.0942
C -0.16162 -0.88461 -0.12351 -0.1 0.1 -0.2 -0.1759
C 0.02926 -1.49874 1.10254 0.0 0.2 -0.1 0.0336
C -0.67932 -2.64413 1.44760 -0.1 -0.1 -0.1 -0.2234
C -1.58787 -3.17805 0.55099 0.1 0.0 0.2 -0.0368
C -1.79199 -2.57268 -0.67774 0.1 0.3 -0.2 -0.0003
C -1.09181 -1.43164 -1.02610 0.0 0.0 0.1 -0.1908
O -1.22220 -0.83593 -2.26671 0.2 -0.2 0.1 -0.0525
C -2.52011 -0.42307 -2.64079 -0.4 0.1 -0.1 -0.0785
C -2.82897 1.03231 -2.24536 0.1 -0.5 -0.1 -0.4312
O -3.96626 1.45161 -2.25645 -0.2 0.0 -0.1 0.0742
N -1.70965 1.72601 -1.95074 0.7 -0.1 -0.1 0.1539
C -1.58051 3.06580 -1.58031 -0.4 0.4 0.2 -0.1517
C -2.65001 3.78083 -1.09336 0.0 -0.3 -0.1 -0.0014
C -2.49468 5.11080 -0.68703 0.3 0.3 0.0 -0.0685
C -1.27488 5.72165 -0.75578 -0.3 0.1 0.1 -0.0447
C -0.15808 5.02960 -1.26820 -0.1 -0.3 0.0 -0.1661
C 1.10279 5.65506 -1.36835 0.2 0.0 -0.1 -0.0343
C 2.17667 4.99738 -1.89701 -0.1 0.2 0.1 -0.0830
C 2.02945 3.68269 -2.36038 -0.1 -0.3 -0.1 -0.0862
C 0.82301 3.04288 -2.26878 0.2 0.0 -0.1 -0.0430
C -0.30175 3.68527 -1.70727 0.0 0.3 0.1 -0.0899
H 0.74057 2.03605 -2.65028 0.0 -0.1 0.0 0.1109
H 2.87751 3.17568 -2.79766 0.0 -0.1 0.0 0.1048
H 3.13750 5.48505 -1.97213 0.1 0.1 0.0 0.1016
H 1.19891 6.67440 -1.02239 0.0 0.1 0.0 0.1110
H -1.14740 6.74375 -0.43014 0.0 0.1 0.0 0.1082
H -3.35341 5.64390 -0.30704 -0.1 0.1 0.0 0.1050
H -3.61605 3.30917 -1.02618 0.0 -0.1 0.0 0.1036
H -0.85294 1.17852 -1.96964 -0.3 0.1 0.1 0.1075
H -2.57115 -0.48737 -3.73315 0.0 0.0 0.2 0.1433
H -3.30179 -1.06333 -2.22162 0.1 0.1 0.0 0.1277
H -2.49120 -3.00120 -1.38012 0.0 0.0 -0.1 0.1201
H -2.13916 -4.07172 0.80252 0.0 -0.1 0.0 0.1111
C -0.43910 -3.27248 2.79556 -0.1 -0.1 0.1 -0.1831
N 0.97677 -3.26901 3.11959 0.0 0.1 0.3 -0.0539
H 1.11145 -3.51535 4.09527 0.0 0.1 -0.1 0.1166
C 1.81414 -4.11948 2.28567 0.3 -0.1 0.1 -0.4646
C 1.64556 -5.61805 2.56379 -0.1 0.3 -0.2 -0.0599
H 0.62031 -5.93394 2.38473 -0.1 -0.1 0.0 0.0646
H 2.29623 -6.19642 1.91340 0.1 -0.1 -0.1 0.0754
H 1.90327 -5.84096 3.59839 0.0 0.0 0.1 0.0779
C 3.26909 -3.70277 2.49438 -0.3 0.0 -0.2 -0.0647
H 3.92172 -4.24731 1.81742 0.1 -0.1 0.0 0.0746
H 3.38031 -2.63785 2.31096 0.0 0.1 0.0 0.0680
H 3.57767 -3.90950 3.51697 0.1 0.0 0.1 0.0757
H 1.53090 -3.91641 1.24627 0.1 0.0 0.1 0.1361
H -0.89471 -4.27665 2.81329 0.0 0.1 0.0 0.1094
H -0.94509 -2.66974 3.55841 0.0 -0.1 0.0 0.1287
H 0.73544 -1.11407 1.81937 0.1 0.1 0.0 0.1115
H 2.24190 0.15890 0.56537 0.0 0.0 0.0 0.0983
H 0.93278 1.15128 1.26889 0.0 0.0 0.0 0.1051
```
Positions in Å, forces in eV/Å.

Results
Max |F| ... 0.70 eV/Å
2S+1 ... 1
LUMO ... 0.59 eV
Relative energy (zero: lowest compared OMol25 entry of this formula, charge and spin) ... 55.3 kcal/mol
Structure (SMILES) ... COc1cc(CNC(C)C)ccc1OCC(=O)Nc1cccc2ccccc12
Orbital gap ... 8.4 eV



Below is a 11-piece molecular cluster, C18H58N2O11 overall, with properties calculated with ωB97M-V with the def2-TZVPD basis set.

Geometry as XYZ:
```
89
Properties=species:S:1:pos:R:3:forces:R:3:lowdin_charge:R:1
C 2.05200 -7.25800 -15.79400 1.2 1.4 -0.6 -0.1030
C 0.65100 -7.27300 -15.38100 0.0 1.1 1.5 -0.3248
O 0.15100 -5.94200 -15.48600 -0.1 0.0 -0.4 -0.0524
H 2.53100 -8.22300 -15.78800 0.0 -0.3 -0.5 0.0523
H 2.68500 -6.61200 -15.16300 -0.5 -0.2 0.0 0.0531
H 1.97000 -6.71600 -16.74200 0.9 -0.6 -0.4 0.0964
H 0.61800 -7.51100 -14.34800 -0.4 -0.7 1.2 0.0768
H 0.10000 -7.97600 -15.93700 -0.9 -0.8 -0.8 0.1081
H -0.74500 -5.98800 -15.81200 -0.3 0.1 0.0 0.0793
C 10.46800 -7.58500 -13.50400 -2.5 -0.7 -1.0 -0.0527
C 9.04600 -6.94700 -13.37600 1.5 -1.8 2.7 -0.2928
O 9.24100 -5.87700 -12.47000 0.6 -0.7 -0.3 -0.0688
H 10.98900 -7.88600 -12.64600 0.0 -0.3 1.8 0.0595
H 11.09100 -6.88900 -13.95200 1.2 1.5 -1.1 0.0559
H 10.41800 -8.45800 -14.13900 0.1 -0.2 -0.3 0.0425
H 8.27900 -7.72900 -12.99800 1.1 1.1 -0.4 0.0975
H 8.71100 -6.62500 -14.32000 -0.4 0.6 -1.3 0.0723
H 8.40900 -5.42700 -12.34700 -0.4 0.3 -0.3 -0.0047
C 5.16700 -5.17900 -16.57000 -0.3 -1.4 -0.7 -0.0732
C 5.02200 -3.72200 -16.97900 -0.4 -0.8 0.2 -0.3113
O 5.38900 -2.95600 -15.87900 0.7 1.3 0.9 -0.0876
H 4.37700 -5.51200 -15.88400 0.1 0.2 -0.1 0.0512
H 6.12300 -5.29700 -16.03500 -0.2 0.1 -0.3 0.0760
H 5.16300 -5.95400 -17.41400 0.1 1.3 0.9 0.0961
H 4.03100 -3.36300 -17.22700 -0.5 -0.7 -0.7 0.1165
H 5.70900 -3.53400 -17.76200 0.6 0.2 -1.3 0.0991
H 5.48500 -2.03900 -16.19200 0.0 -0.5 0.7 0.1169
C 8.72100 -8.25800 -16.48600 0.9 -0.7 1.0 -0.0515
C 8.64100 -9.54700 -15.61400 0.0 -0.2 -0.3 -0.2770
O 7.45700 -10.21500 -15.96600 -1.6 0.2 -1.1 -0.1069
H 8.77700 -8.46300 -17.55700 -0.2 -0.3 0.2 0.0873
H 9.67000 -7.81800 -16.20200 0.2 0.5 -0.1 0.0627
H 7.93200 -7.52200 -16.30000 0.0 -0.4 0.1 0.0660
H 8.52200 -9.39600 -14.53000 0.7 0.6 -0.3 0.0792
H 9.47300 -10.28200 -15.77300 -0.2 1.1 0.0 0.1349
H 7.48200 -11.13200 -15.74400 0.1 -0.8 0.2 0.0707
C 1.88800 -5.26500 -12.60500 -0.9 -0.2 2.6 -0.0623
C 2.73700 -4.63200 -11.47000 0.0 -2.0 -1.5 -0.3178
O 3.32100 -3.52400 -12.02400 -0.2 1.8 1.3 -0.0538
H 1.13500 -4.58800 -12.98300 0.0 0.3 -0.1 0.0801
H 1.37700 -6.07000 -12.08900 -0.6 -0.6 -0.3 0.0540
H 2.43100 -5.68300 -13.41000 0.9 -0.2 -0.7 0.0252
H 3.48000 -5.40000 -11.11000 -0.3 0.6 -0.4 0.0966
H 2.15800 -4.43100 -10.58200 -0.5 0.5 0.1 0.1046
H 4.11900 -3.82600 -12.43400 0.7 0.3 -0.7 0.0002
C 4.98100 -7.23600 -9.56000 -0.4 0.4 1.2 -0.0895
C 6.19300 -8.07000 -9.73400 1.2 0.4 1.7 -0.3062
O 6.72400 -7.87700 -11.04600 -1.5 0.3 0.2 -0.0850
H 5.25800 -6.20100 -9.41500 0.0 0.4 -0.6 0.0773
H 4.36900 -7.42600 -8.65200 0.4 -0.5 -0.6 0.1031
H 4.43900 -7.42200 -10.44200 -1.4 0.4 -1.0 0.0328
H 5.98700 -9.10700 -9.44700 0.2 -0.1 -0.5 0.1084
H 6.90600 -7.64300 -9.01400 0.3 -0.6 0.0 0.1195
H 7.51000 -8.38400 -11.11600 1.2 -0.6 -0.1 0.0684
C 5.25000 -10.71500 -11.93600 0.5 -0.5 -0.2 -0.0708
C 6.10400 -11.05600 -13.17700 -1.0 0.8 0.9 -0.3304
O 6.50600 -12.43000 -13.17800 0.2 0.9 -1.5 -0.0588
H 5.93100 -10.70300 -11.08900 -0.3 -0.6 0.4 0.0610
H 4.33000 -11.34800 -11.76700 1.2 0.6 -0.3 0.1034
H 4.98300 -9.67200 -12.02700 -0.4 0.3 -0.1 0.0365
H 6.95700 -10.36000 -13.20700 0.2 -0.4 0.4 0.0855
H 5.52500 -10.69600 -14.03200 -0.1 -0.9 -0.5 0.0954
H 6.94700 -12.53700 -14.05200 -0.4 -0.4 1.1 0.0847
C 6.26300 -4.06800 -12.71400 4.5 9.2 2.9 -0.5815
O 6.55600 -2.64700 -12.74400 -0.8 -7.8 0.2 -0.1521
N 6.80700 -4.95400 -11.89500 1.7 -0.5 2.5 0.1582
N 5.36500 -4.57400 -13.39700 -5.5 -2.2 -7.3 0.1481
H 7.46800 -4.57100 -11.22300 -0.6 -0.3 0.2 0.1367
H 6.48700 -5.94000 -11.82900 0.4 1.1 0.1 0.1047
H 5.31100 -4.16000 -14.36600 -0.6 0.1 1.6 0.1154
H 4.94900 -5.54400 -13.33900 1.0 1.1 0.3 0.0955
C 1.90900 -8.89600 -12.15800 0.9 0.5 0.8 -0.1076
O 2.75300 -9.10500 -13.27500 0.3 1.4 0.5 -0.1224
H 0.89300 -8.63900 -12.37300 -0.5 0.6 -0.6 0.0694
H 2.40900 -8.09300 -11.58200 -0.6 -0.5 -0.1 0.0871
H 1.82800 -9.78900 -11.57600 0.3 -0.7 0.7 0.0761
H 2.46700 -9.84100 -13.76200 -0.6 -1.5 -1.1 0.0792
C 4.48100 -8.96300 -17.65300 0.0 3.9 1.7 -0.1546
O 5.84700 -8.58600 -17.71100 0.7 -0.8 0.8 -0.1622
H 4.24200 -9.32500 -16.62900 -0.2 -0.1 -0.8 0.0719
H 4.24400 -9.59600 -18.43100 -0.7 -1.8 -1.4 0.0445
H 3.90900 -7.96300 -17.82600 0.6 -1.8 0.4 0.0949
H 6.33100 -9.18300 -17.08600 -0.3 0.6 -0.8 0.0370
C 5.71600 -7.64500 -14.13400 0.1 -1.1 -0.6 -0.1229
O 4.62300 -7.16600 -13.38700 0.4 0.3 0.2 -0.1483
H 5.41800 -7.87400 -15.17700 0.3 0.1 0.4 0.0893
H 6.17800 -8.51600 -13.66200 -0.3 -0.2 -0.1 0.0523
H 6.53600 -6.95100 -14.14800 -0.1 0.9 -0.1 0.0526
H 3.93500 -7.84000 -13.40200 -0.4 -0.3 0.0 0.0325
```
Positions in Å, forces in eV/Å.

Results
Max |F| ... 10.64 eV/Å
2S+1 ... 1
LUMO ... -0.10 eV
Relative energy (zero: lowest compared OMol25 entry of this formula, charge and spin) ... 44.9 kcal/mol
Structure (SMILES) ... NC(N)=O.CCO.CCO.CCO.CCO.CCO.CCO.CCO.CO.CO.CO
Orbital gap ... 8.2 eV



Below is an isolated ion of composition C5H9BrN3O3 and charge +1, with properties calculated with ωB97M-V with the def2-TZVPD basis set.

Geometry as XYZ:
```
21
Properties=species:S:1:pos:R:3:forces:R:3:lowdin_charge:R:1
C 0.31731 0.23156 -0.35702 1.2 1.8 0.1 -0.1177
C -0.41466 1.28844 0.03346 -2.3 -1.5 0.6 -0.0752
C -2.00832 -0.39524 0.45481 1.2 -1.0 -0.8 -0.5413
C 0.28715 -1.96533 0.71855 3.9 0.6 -0.7 -0.0075
C 1.84604 0.20378 -0.52693 -1.7 -3.9 2.6 -0.1402
N -1.66623 0.93512 0.62696 0.1 2.8 -0.3 0.0157
N -0.20763 2.74749 -0.03662 -0.1 -0.4 0.5 -0.3570
N -0.39453 -1.01873 -0.13828 -2.5 1.2 -1.5 -0.0313
O 0.56988 3.13807 -0.82603 2.4 0.1 -2.3 0.1623
O -0.83937 3.47868 0.66763 -1.5 -0.3 1.4 0.1375
O 2.15631 -0.97705 -1.29760 2.2 1.8 -1.4 -0.0930
Br -3.36309 -0.85861 -0.86943 0.7 0.2 0.2 0.7623
H -2.27504 -0.90882 1.37556 0.3 -0.3 -0.1 0.1006
H 0.46103 -1.55903 1.69864 -0.4 0.1 0.5 0.1134
H -0.30581 -2.80329 0.66149 -0.9 -2.3 0.5 0.0806
H 1.38192 -2.16342 0.27096 -2.7 0.2 0.8 0.1594
H 2.21495 0.06758 0.56793 -0.2 0.1 -1.7 0.1647
H 2.21814 1.09642 -0.84630 0.9 2.4 -1.3 0.0898
H -2.36361 1.74949 0.79528 1.4 -2.1 -0.4 0.2093
H -0.58589 -1.52197 -1.08436 0.2 1.3 1.8 0.2009
H 2.97142 -0.76515 -1.88870 -2.1 -0.6 1.5 0.1666
```
Positions in Å, forces in eV/Å.

Results
Max |F| ... 5.01 eV/Å
2S+1 ... 1
Total charge ... +1
LUMO ... -4.61 eV
Relative energy (zero: lowest compared OMol25 entry of this formula, charge and spin) ... 22.0 kcal/mol
Structure (SMILES) ... C[N@@H+]1C(CO)=C([N+](=O)[O-])N[C@H]1Br
Orbital gap ... 8.9 eV



Q: The lowest orbital gap belongs to which entry?
A: C18H58N2O11